[1]
A single C9H10N4 molecule in a non-equilibrium geometry, computed with wB97M-V/def2-TZVPD.

Structure (ORCA input):
```
! wB97M-V def2-TZVPD RIJCOSX def2/J DEFGRID3
* xyz 0 1
C 1.73 -1.07 0.73
C -2.23 1.88 0.39
C -0.57 -0.39 1.18
H -0.83 0.64 1.64
H 4.20 0.56 -1.01
H -0.87 -1.51 -0.60
C 3.15 0.41 -0.64
H -3.25 -2.29 -1.04
H 0.19 2.04 -0.38
C -2.58 -0.32 -0.26
C 0.99 1.25 -0.25
N -3.33 -1.25 -0.99
H 2.54 2.40 -1.25
C 0.73 -0.06 0.49
H -0.42 -1.10 2.03
N -3.09 0.88 -0.05
H 1.85 -1.99 1.29
C 2.95 -0.80 0.04
H 3.78 -1.57 0.19
N -1.49 2.78 0.60
C 2.29 1.46 -0.83
H -4.24 -0.97 -1.57
N -1.51 -0.99 0.29
*
```

The maximum force comes out at 4.81 eV Å⁻¹. The value obtained for the gap between HOMO and LUMO is 0.349 Eh. Its LUMO energy is 0.5 eV.


[2]
A single C9H10N4 molecule in a non-equilibrium geometry, computed with wB97M-V/def2-TZVPD.

Structure (ORCA input):
```
! wB97M-V def2-TZVPD RIJCOSX def2/J DEFGRID3
* xyz 0 1
H -3.00 1.03 -1.35
H 2.02 0.70 -0.68
N -1.05 -2.12 -2.09
C 1.11 0.33 -0.32
N -3.39 0.46 0.59
H 2.44 -2.38 1.60
C -1.33 0.33 1.36
C -2.57 0.74 -0.37
C 0.00 1.04 -0.53
H 2.29 -0.74 2.30
H 0.61 2.50 -1.99
H -0.46 0.22 1.85
H -0.10 3.11 -0.49
C -0.28 -2.09 -1.23
C 0.70 -2.09 -0.23
N -1.23 0.67 0.03
C 1.34 -1.01 0.32
C -0.09 2.32 -1.30
H -1.10 2.16 -1.75
N -2.59 0.20 1.70
H 3.26 -0.98 1.00
H 1.07 -3.07 0.18
C 2.35 -1.33 1.40
*
```

The maximum force comes out at 4.73 eV Å⁻¹. The value obtained for the gap between HOMO and LUMO is 0.349 Eh. Its LUMO energy is 0.0 eV.


[3]
A gas-phase ion, C9H10N4 (charge +2) in a non-equilibrium geometry, computed with wB97M-V/def2-TZVPD.

Structure (ORCA input):
```
! wB97M-V def2-TZVPD RIJCOSX def2/J DEFGRID3
* xyz 2 1
C 1.53 -1.00 0.05
H -2.73 2.07 -0.94
N -2.96 0.52 0.94
C 0.63 0.14 0.30
H 3.05 2.58 0.18
N 0.79 -2.17 -0.01
H -1.62 -3.62 0.06
H -1.14 1.68 -1.51
C 3.29 0.47 -0.09
H 3.44 -1.63 -0.52
C 2.86 -0.82 -0.31
N -1.93 1.40 -0.94
C -1.94 0.52 0.02
H -2.30 -2.13 -0.66
N -1.53 -2.63 -0.17
C 1.13 1.49 0.29
C -0.58 -0.36 0.07
H 4.33 0.61 -0.13
C 2.47 1.67 0.12
H -2.94 -0.21 1.66
H -3.86 1.01 0.93
H 0.45 2.26 0.70
C -0.44 -1.86 -0.05
*
```

The maximum force comes out at 4.10 eV Å⁻¹. The value obtained for the gap between HOMO and LUMO (spin up / spin down) is 0.234 / 0.234 Eh. Its LUMO energy (spin up / spin down) is -10.4 / -10.4 eV.


[4]
A molecular structure, C9H10N4O3PtS5 in a non-equilibrium geometry, computed with wB97M-V/def2-TZVPD.

Structure (ORCA input):
```
! wB97M-V def2-TZVPD RIJCOSX def2/J DEFGRID3
* xyz 0 1
H 4.06 -2.02 1.57
H -0.01 -4.79 2.11
O -0.57 -2.07 1.35
H -3.17 1.52 -0.62
O -0.07 -2.96 -0.87
Pt -0.08 -0.32 0.06
C 0.42 1.88 1.94
H 0.97 2.39 2.72
H 0.13 -5.43 0.45
N 1.86 0.18 2.32
H -2.61 5.31 1.31
N 0.80 0.70 1.61
C -1.10 0.42 -2.56
O -2.07 -3.75 0.31
S -0.71 -3.27 0.40
C 2.47 -0.74 1.63
S 2.00 -1.22 0.00
C -1.13 3.79 1.66
C 0.29 -4.57 1.08
H 3.95 -1.01 2.98
N -1.50 1.71 0.54
H -3.97 3.84 -0.18
S -1.74 0.95 -3.94
H 1.33 -4.24 1.05
C -2.61 2.19 0.02
C -0.77 2.49 1.35
S 0.42 0.90 -1.85
S -1.77 -0.73 -1.40
C -2.30 4.30 1.10
H -0.52 4.39 2.32
C -3.05 3.49 0.27
N 3.55 -1.36 2.13
*
```

The maximum force comes out at 1.41 eV Å⁻¹. The value obtained for the gap between HOMO and LUMO is 0.241 Eh. Its LUMO energy is -1.9 eV.


[5]
A molecular structure, C9H10NO2 in a non-equilibrium geometry, computed with wB97M-V/def2-TZVPD.

Structure (ORCA input):
```
! wB97M-V def2-TZVPD RIJCOSX def2/J DEFGRID3
* xyz -1 1
O -2.10 -0.30 1.52
H 3.00 0.00 -1.72
C -1.09 0.54 2.03
C 0.29 -0.25 1.98
N -1.73 1.45 -2.18
H -1.06 1.41 1.32
C -0.58 -0.67 -0.34
H 1.22 -0.87 -3.34
H 1.11 0.27 2.71
C -0.30 -0.93 -1.86
H -0.93 -1.72 -2.27
H -1.47 0.87 2.99
C 0.56 -0.38 0.58
H -0.99 2.04 -1.94
H -2.73 -0.85 -0.40
H 2.59 0.30 0.56
C 1.80 -0.20 -0.05
O -0.98 0.55 -2.79
C -1.87 -0.71 0.20
C 0.99 -0.75 -2.30
H 0.17 -1.24 2.46
C 1.91 -0.25 -1.43
*
```

The maximum force comes out at 4.17 eV Å⁻¹. The value obtained for the gap between HOMO and LUMO (spin up / spin down) is 0.207 / 0.222 Eh. Its LUMO energy (spin up / spin down) is 3.7 / 3.7 eV.


[6]
A gas-phase ion, C9H10NO2 (charge -1) in a non-equilibrium geometry, computed with wB97M-V/def2-TZVPD.

Structure (ORCA input):
```
! wB97M-V def2-TZVPD RIJCOSX def2/J DEFGRID3
* xyz -1 1
C 0.32 -0.89 0.75
C -0.61 1.26 -0.20
H 3.54 -0.16 -1.43
H -0.57 -1.09 1.27
H 1.22 -2.59 1.57
C 2.64 -1.46 0.13
H -2.18 2.01 0.94
H 1.52 1.36 -1.50
H -0.46 2.37 -0.22
C 1.49 -1.67 0.93
C -2.78 -0.01 0.41
H -0.91 0.93 -1.29
C 2.69 -0.40 -0.83
H -4.40 -1.25 -0.41
O -3.71 -0.38 1.18
N -2.73 -0.28 -0.90
O -3.90 -1.13 -1.31
H -1.42 0.81 1.84
C -1.77 1.01 0.84
C 1.57 0.44 -0.89
C 0.44 0.24 -0.11
H 3.61 -1.99 0.23
*
```

The maximum force comes out at 3.62 eV Å⁻¹. The value obtained for the gap between HOMO and LUMO is 0.244 Eh. Its LUMO energy is 3.4 eV.